Formula: C5H15NO2
Source: the OMol25 dataset
Level of theory: ωB97M-V/def2-TZVPD

Summary:
**Charge**: +1
**Expectation value of S²**: 0.760
**Lowest unoccupied orbital energy (alpha / beta)**: -4.93 / -8.61 eV
**E**: -404.34186 a.u.
**Highest occupied orbital energy (alpha / beta)**: -14.88 / -14.87 eV
**Kohn-Sham gap (alpha / beta)**: 9.9 / 6.3 eV
**2S+1**: 2
**Relative energy (zero: lowest compared OMol25 entry of this formula, charge and spin)**: 73.48 kcal/mol

```
23
C5H15NO2 (ωB97M-V/def2-TZVPD)
C 0.3001 1.4130 -1.5892
C 0.5614 0.0201 -2.1686
C 1.5470 -0.8118 -1.2490
C 1.6659 -0.4073 0.2256
C 0.2699 -1.2180 2.0446
N 0.9637 -1.3618 1.0259
H -0.0598 2.1731 -2.2879
H -0.4930 1.4019 -0.8332
H 1.2396 1.8546 -1.2300
H -0.3645 -0.5472 -2.2489
H 0.9642 0.1274 -3.1724
H 1.0272 -1.7535 -1.3929
H 2.5485 -0.9320 -1.6574
H 1.3534 0.6548 0.3139
H 2.7002 -0.4285 0.5794
H -0.2106 -2.1201 2.4507
H 0.1014 -0.3041 2.6244
H -2.1516 0.2083 2.6638
H -2.4780 1.5470 2.5783
O -1.6546 1.0400 2.5749
H -3.0903 -0.1330 -0.4210
H -1.9127 -0.3134 0.6735
O -2.8273 -0.1093 0.4957
```

Results of the natural (NBO) charge analysis, in e, for atoms 1 through 2: atom 1 (C): -0.640, atom 2 (C): -0.393